C3HO4 | wB97M-V/def2-TZVPD

Computed properties:
Relative energy (zero: lowest compared OMol25 entry of this formula, charge and spin), eV: 1.6179
Net charge: -1
HOMO energy, eV: -2.23
Frontier orbital gap, eV: 6.05
Energy, eV: -11316.4916

```
8
C3HO4 | the OMol25 dataset | wB97M-V/def2-TZVPD
H 0.953 -1.051 -1.784
O 1.971 -1.103 1.005
C 0.277 -1.079 -0.779
O -3.702 -1.119 -0.245
C 0.980 -0.893 0.289
C -2.844 -0.554 0.311
O -1.023 -1.267 -0.955
O -2.121 0.047 0.986
```